{
  "formula": "C2H9N3",
  "method": "ωB97M-V/def2-TZVPD",
  "symbols": ["N", "C", "H", "H", "H", "C", "H", "H", "N", "H", "H", "N", "H", "H"],
  "xyz": [[1.798429, -0.746369, -2.061799], [0.600380, -1.402295, -1.493428], [2.605372, -1.273116, -1.797067], [-0.260114, -0.648775, 0.013952], [-2.456700, 1.568046, 1.299615], [-1.699516, 1.798502, 2.006013], [-0.380139, 3.217883, 2.342929], [-0.064448, -2.159840, 0.496265], [-1.065346, 2.922429, 1.724143], [-1.761969, 1.294399, 2.893165], [1.951510, 0.212907, -1.758286], [0.398772, -1.399988, 0.055557], [0.685129, -2.458702, -1.887119], [-0.351360, -0.925078, -1.833945]],
  "forces_ev_per_angstrom": [[-1.417, 0.041, 0.724], [-0.020, -1.339, 0.297], [0.501, -0.276, 0.157], [-0.407, 0.513, 1.356], [-0.555, -0.574, -0.781], [1.244, 5.373, -2.320], [1.436, 0.374, 2.061], [-0.319, -1.108, -0.281], [-2.820, -3.765, -1.403], [0.700, -1.427, 2.433], [-0.311, -0.231, 0.097], [1.333, 1.709, -2.348], [-0.474, 1.090, 0.557], [1.110, -0.381, -0.550]],
  "smiles": "C=N.NCN",
  "charge": 0,
  "total_energy_ev": -6688.1373,
  "de_lowest_kcal_mol": 54.69,
  "max_force_ev_per_a": 6.0,
  "homo_lumo_gap_ev": 10.49,
  "e_homo_ev": -9.609
}